Entry from the Open Molecules 2025 dataset: a 2-piece molecular cluster, CH3IN2 overall in a non-equilibrium geometry (ωB97M-V/def2-TZVPD).

Geometry (Å):
C -0.2983 0.1502 -0.4084
N 0.5086 -0.9606 1.4651
N -0.2572 1.2209 -1.0158
I -1.2250 1.7532 -2.7343
H 1.4284 -1.1624 1.0750
H -0.7903 -0.7943 -0.5213
H 0.6337 -0.2070 2.1398

M   169.95 g/mol
HOMO-LUMO gap (spin up / spin down)   6.95 / 6.95 eV
2S+1   1
Lowest unoccupied orbital energy (spin up / spin down)   -1.8 / -1.8 eV

Entry from the Open Molecules 2025 dataset: a 2-piece molecular cluster, CH3IN2O overall in a non-equilibrium geometry (ωB97M-V/def2-TZVPD).

Geometry (Å):
C -2.5687 0.6759 -0.3200
N 0.2488 -0.2549 0.2415
N -0.6287 -0.5554 -0.7328
O -2.4307 1.8519 -0.3198
I -4.3110 -0.4767 0.0381
H 0.4551 0.7500 0.2528
H 0.5314 -0.9325 0.9880
H -1.1656 -1.4775 -0.7132

M   185.95 g/mol
HOMO-LUMO gap (spin up / spin down)   7.32 / 8.00 eV
2S+1   1
Lowest unoccupied orbital energy (spin up / spin down)   -0.7 / 0.3 eV

Entry from the Open Molecules 2025 dataset: a 2-piece molecular cluster, CH3IN2O overall in a non-equilibrium geometry (ωB97M-V/def2-TZVPD).

Geometry (Å):
C -0.7372 0.6888 0.4185
N 0.4942 0.8383 -0.1270
N 1.1749 -1.7580 -0.7485
O -1.1770 -0.2837 0.9886
I -0.0839 -2.8519 0.0990
H -1.3652 1.6903 0.3682
H 0.6631 1.6051 -0.8121
H 1.0311 0.0710 -0.1867

M   185.95 g/mol
HOMO-LUMO gap (spin up / spin down)   7.68 / 7.63 eV
2S+1   1
Lowest unoccupied orbital energy (spin up / spin down)   -1.3 / -1.2 eV

Entry from the Open Molecules 2025 dataset: a 2-piece molecular cluster, CH3INP overall in a non-equilibrium geometry (ωB97M-V/def2-TZVPD).

Geometry (Å):
C 0.2612 -0.9614 0.3332
N 0.8047 0.1252 0.0432
P 1.1044 1.6820 -0.0190
I -2.7358 -0.9159 -0.3992
H -2.1736 -0.0322 0.6481
H 1.0216 -1.5285 0.8107
H 1.7176 1.6308 -1.4169

M   186.92 g/mol
HOMO-LUMO gap   7.81 eV
2S+1   1
Lowest unoccupied orbital energy   -0.3 eV

Entry from the Open Molecules 2025 dataset: a 2-piece molecular cluster, CH3IO overall in a non-equilibrium geometry (ωB97M-V/def2-TZVPD).

Geometry (Å):
C 2.0996 1.8473 0.0578
O -0.4238 -1.0606 0.2958
I 2.6783 -0.1808 0.0019
H 2.5791 2.3717 -0.7090
H -0.8403 -0.5136 -0.5054
H -1.0712 -1.6786 0.5485

M   157.94 g/mol
HOMO-LUMO gap (spin up / spin down)   7.59 / 7.59 eV
2S+1   1
Lowest unoccupied orbital energy (spin up / spin down)   -1.1 / -1.1 eV

Entry from the Open Molecules 2025 dataset: a 2-piece molecular cluster, CH3IO2 overall in a non-equilibrium geometry (ωB97M-V/def2-TZVPD).

Geometry (Å):
O 0.3593 2.4106 -0.2117
C 0.1337 1.3053 0.0393
I -1.9586 0.6423 0.3861
H 0.8067 0.3329 0.0313
O 0.5542 -1.7152 -0.2001
H 0.3146 -1.4759 0.7004
H -0.2100 -1.5001 -0.7453

M   173.94 g/mol
HOMO-LUMO gap   10.26 eV
SMILES   O=CI.O
2S+1   1
Lowest unoccupied orbital energy   0.1 eV

Entry from the Open Molecules 2025 dataset: a 3-piece molecular cluster, CH3IO2 overall in a non-equilibrium geometry (ωB97M-V/def2-TZVPD).

Geometry (Å):
C 0.7547 0.4530 -0.6016
O 1.5894 -0.6516 -0.5618
O 1.0723 1.4668 -0.0344
I -2.1116 0.1865 0.6181
H -0.0005 0.2087 -1.4480
H -3.5904 -1.0589 2.0098
H 2.2861 -0.6045 0.0180

M   173.94 g/mol
HOMO-LUMO gap (spin up / spin down)   7.81 / 7.53 eV
2S+1   1
Lowest unoccupied orbital energy (spin up / spin down)   -2.3 / -2.6 eV

Entry from the Open Molecules 2025 dataset: an isolated ion of composition CH3IO2P and charge -1 in a non-equilibrium geometry (ωB97M-V/def2-TZVPD).

Geometry (Å):
C 0.0418 0.2496 0.9317
P -0.2066 -0.0011 -0.8621
O -1.3072 0.7928 -1.4132
O -0.4750 -2.1217 -0.6462
I 1.9518 0.4002 -1.6980
H -0.9967 0.5808 1.1780
H 0.2575 -0.8318 1.2227
H 0.7344 0.9312 1.2871

M   204.91 g/mol
Net charge   -1
HOMO-LUMO gap (spin up / spin down)   6.77 / 6.77 eV
SMILES   C[P@](=O)([O-])I
2S+1   1
Lowest unoccupied orbital energy (spin up / spin down)   2.9 / 2.9 eV